Entry from the Open Molecules 2025 dataset: a molecular structure, CH2FN5 in a non-equilibrium geometry (ωB97M-V/def2-TZVPD).

XYZ file:
```
9
Properties=species:S:1:pos:R:3:forces:R:3
C 2.6371 0.4084 -0.0082 0.719 1.845 -0.802
N 3.6946 0.8655 -0.0012 0.207 -0.120 0.182
N 1.4822 -0.1802 -0.0345 -0.789 -3.709 1.168
N 0.3885 0.2079 -0.3683 0.794 2.764 -0.112
N -1.8988 0.4921 0.1032 4.769 -0.465 0.908
N -0.7054 -0.2801 -0.5195 -4.549 -0.836 1.168
F -1.0744 -1.7745 0.2223 1.003 1.129 -0.690
H -1.8481 0.0247 1.0351 -0.806 0.486 -0.920
H -2.6755 0.2361 -0.4289 -1.349 -1.093 -0.902
```
Positions in Å, forces in eV/Å.

Values from the calculation:
highest occupied orbital energy = -10.6 eV
E_tot = -412.7098 a.u.
total charge = 0
HOMO-LUMO gap = 8.7645 eV
energy relative to the best compared isomer or geometry (same formula, charge and spin) = 146.4 kJ/mol



Entry from the Open Molecules 2025 dataset: 7 unconnected molecules or ions with the total composition C23H58N4O7 in a non-equilibrium geometry (ωB97M-V/def2-TZVPD).

XYZ file:
```
92
Properties=species:S:1:pos:R:3:forces:R:3
C -6.2931 -1.8075 -2.2422 0.573 -2.154 0.456
O -5.2794 -2.4822 -1.4785 -0.224 0.624 -0.618
H -6.8883 -2.6318 -2.6005 -0.592 -0.149 -0.085
H -6.8819 -1.1939 -1.6113 -0.538 0.951 0.333
H -5.8881 -1.3753 -3.1180 0.473 1.065 -0.697
H -4.6929 -1.8538 -1.0666 0.285 0.265 0.203
C -1.6504 -2.6366 -2.5083 -1.425 -1.607 -2.483
O -0.3369 -2.9435 -2.8805 -1.551 -0.137 -3.754
H -1.8967 -3.2382 -1.6563 -0.573 0.094 0.869
H -1.8056 -1.5778 -2.4041 -0.259 0.529 0.292
H -2.3086 -3.0542 -3.3500 0.619 0.912 1.132
H 0.0643 -2.8758 -2.0897 3.233 0.274 4.086
C 0.5749 -1.9149 1.3297 -0.275 0.931 0.285
O 1.0467 -2.0212 -0.0042 0.433 0.941 -0.152
H 1.3973 -2.0982 2.0360 -0.450 -0.351 0.111
H 0.2776 -0.8735 1.4448 -0.060 0.155 0.502
H -0.3456 -2.4730 1.5355 0.548 -0.489 -0.226
H 1.4484 -1.1168 -0.0928 -0.283 -1.100 -0.556
C 1.5484 2.9015 -2.2387 -1.062 0.860 -0.167
O 1.0467 4.2406 -2.4527 0.622 -0.290 -0.679
H 1.0063 2.2228 -2.8686 -0.786 -0.665 0.129
H 2.5413 2.7420 -2.5642 1.564 0.391 -0.156
H 1.4721 2.6769 -1.1811 -0.223 -0.122 0.005
H 1.1325 4.4369 -3.4093 -0.099 -0.163 0.910
C 5.8358 5.5440 0.0843 -0.388 -0.797 -0.632
C 4.5648 6.2621 0.4674 0.447 0.330 1.088
C 3.7532 6.5126 -0.7600 -0.370 -2.304 -2.016
C 2.3773 7.0089 -0.4442 0.385 -0.354 1.652
C 1.6574 6.0898 0.5294 0.732 1.055 1.229
C 2.4310 5.7537 1.8043 -0.014 -1.390 -0.006
N 3.8052 5.2942 1.2864 -2.194 0.552 0.615
O 4.5063 4.9476 2.4532 0.939 0.268 0.371
C 2.4444 6.8706 2.8258 0.287 1.060 -0.337
C 1.8121 4.5192 2.5916 -1.052 2.524 0.348
C 4.9602 7.5818 1.1737 1.262 -1.253 1.215
H 6.4910 6.1575 -0.5126 0.109 0.129 -0.422
H 5.5330 4.6310 -0.4405 0.187 0.182 -0.414
H 6.3872 5.1714 0.9091 0.545 0.075 1.109
H 4.2226 7.1833 -1.4344 0.846 1.052 -0.341
H 3.7832 5.5388 -1.4345 -0.618 1.490 1.520
H 1.7597 7.0923 -1.2793 -0.838 0.179 -1.684
H 2.4543 8.0078 -0.0131 0.017 0.127 0.058
H 1.3822 5.2029 0.0639 -0.396 -1.732 -1.080
H 0.7607 6.5725 0.8247 -1.139 0.450 0.345
H 1.4824 7.0378 3.3335 0.107 -0.426 -0.363
H 3.1752 6.6352 3.5902 0.196 0.141 0.163
H 2.6976 7.8188 2.3410 0.022 -0.021 0.336
H 2.1164 3.6625 2.1204 0.704 -2.414 -1.153
H 2.1368 4.4963 3.6447 -0.012 0.111 -0.482
H 0.6905 4.5247 2.5900 0.909 0.279 -0.112
H 5.1938 7.3661 2.2501 -0.033 0.114 -0.931
H 4.2777 8.3931 1.1904 -0.825 0.552 -0.374
H 5.8863 7.8977 0.6985 0.038 0.356 0.077
H 4.5829 4.0003 2.3702 0.128 -0.520 0.069
C -4.0185 -5.8086 -2.6764 -1.512 1.133 1.057
C -3.7483 -6.2240 -1.2251 1.688 -0.771 0.176
C -2.2282 -6.6166 -1.1528 -1.225 -0.957 1.969
C -1.6551 -6.6991 0.3033 -0.309 0.943 -0.025
C -1.9606 -5.3210 1.0379 -0.183 -2.936 -0.266
C -3.4172 -4.8991 0.9891 0.260 0.057 1.609
N -3.9086 -5.0483 -0.3835 -0.249 0.950 0.251
O -5.2811 -4.7504 -0.3278 -0.553 -1.460 0.932
C -4.2918 -5.7538 1.9909 -1.201 1.307 -0.838
C -3.4651 -3.3402 1.4086 0.428 -2.116 -1.787
C -4.6895 -7.4147 -0.8725 1.526 -0.532 -0.176
H -4.9262 -5.1560 -2.7095 0.489 -0.677 -0.026
H -4.2108 -6.6708 -3.2624 -0.043 -0.786 -0.760
H -3.2390 -5.2094 -3.0904 0.771 0.230 -0.249
H -2.2383 -7.6123 -1.5837 0.680 -0.054 -0.474
H -1.6426 -5.9012 -1.6816 0.439 0.388 -0.740
H -0.5455 -6.8291 0.2868 -0.794 0.059 -0.131
H -2.0486 -7.5509 0.8654 -0.156 0.049 -0.130
H -1.3036 -4.6862 0.5250 0.698 1.669 -0.603
H -1.6378 -5.4086 2.0691 0.071 0.170 0.266
H -5.3994 -5.4513 1.7910 1.903 -1.126 0.121
H -4.0413 -6.8016 1.8181 -0.561 0.032 0.167
H -4.1684 -5.5309 3.0519 0.574 0.168 -0.065
H -4.5011 -3.1821 1.6471 -0.470 0.848 -0.389
H -2.8840 -3.0972 2.2982 0.252 -0.285 -0.152
H -3.0358 -2.8822 0.4692 -0.786 0.284 1.213
H -5.6611 -7.0291 -0.9518 -1.557 0.320 0.046
H -4.5340 -7.7877 0.1414 -0.007 0.055 -0.126
H -4.6097 -8.2919 -1.5648 0.223 0.872 0.378
H -5.3525 -4.0169 -0.9039 -0.299 1.587 -0.854
C 3.4701 0.7865 0.5090 1.439 -0.319 0.276
O 2.2477 0.6924 0.4921 0.971 0.762 -0.457
N 4.2816 1.9391 0.3955 -3.759 -1.621 1.387
N 4.2499 -0.3786 0.7036 -0.731 2.086 -0.598
H 5.1966 1.7670 0.2545 3.591 -0.915 -0.477
H 4.0025 2.7168 -0.1173 -1.274 1.519 -0.678
H 5.1501 -0.2984 1.1590 -0.377 -0.284 0.003
H 3.5948 -1.0805 0.9440 0.115 -1.233 0.561
```
Positions in Å, forces in eV/Å.

Values from the calculation:
highest occupied orbital energy = -8.0 eV
E_tot = -1656.6498 a.u.
total charge = 0
SMILES = CC1(C)CCCC(C)(C)N1O.CC1(C)CCCC(C)(C)N1O.NC(N)=O.CO.CO.CO.CO
HOMO-LUMO gap = 8.3427 eV
energy relative to the best compared isomer or geometry (same formula, charge and spin) = 50.3 kJ/mol



Entry from the Open Molecules 2025 dataset: a molecular structure, C19H41MnN2OP2 in a non-equilibrium geometry (ωB97M-V/def2-TZVPD).

XYZ file:
```
66
Properties=species:S:1:pos:R:3:forces:R:3
Mn -0.1239 -0.0249 -0.3068 4.114 0.515 0.784
P 0.1513 -2.2219 -0.5593 0.017 -4.515 -0.291
P 0.1245 2.2268 -0.2967 0.013 4.402 0.111
N 1.9370 0.0777 -1.4800 -0.777 -0.413 1.171
C 1.8082 -2.3810 -1.3751 0.090 -0.056 0.032
H 2.2676 -3.2837 -0.9566 0.002 0.215 0.049
H 1.6086 -2.6544 -2.4251 0.189 0.583 0.261
C 2.7056 -1.1615 -1.1847 0.073 -0.361 -0.544
H 3.2019 -1.0932 -0.1955 -0.431 -0.151 -0.537
H 3.4461 -1.1448 -1.9895 0.573 -0.586 0.559
C 2.6964 1.2617 -1.0487 0.147 0.737 -0.175
H 3.4338 1.3363 -1.8582 0.562 0.614 0.780
H 3.1839 1.0735 -0.0732 -0.314 0.311 -0.469
C 1.7834 2.4881 -1.0901 0.379 0.048 0.005
H 1.6028 2.8935 -2.1012 0.076 -0.650 0.216
H 2.2595 3.3282 -0.5746 -0.082 -0.153 0.097
C 0.2874 3.1864 1.3197 -0.147 -1.172 0.690
C -0.9309 3.0308 2.2425 -0.522 -0.117 0.014
H -0.6857 3.4277 3.2530 -0.288 -0.084 -0.749
H -1.2299 1.9800 2.3679 0.104 0.191 0.018
H -1.8201 3.5343 1.8171 0.595 -0.055 0.597
C -1.0475 3.2132 -1.3663 -0.198 -0.555 -0.409
C -2.4280 3.4109 -0.7333 -0.271 -0.047 -0.013
H -3.1197 3.7469 -1.5196 0.200 -0.101 0.236
H -2.4234 4.1899 0.0429 0.039 -0.294 -0.319
H -2.8428 2.4842 -0.3159 0.003 0.312 0.017
C -1.0401 -3.0520 -1.7277 -0.152 0.571 -0.322
C -2.4129 -3.3298 -1.1099 -0.245 0.037 0.034
H -3.1085 -3.5827 -1.9241 0.211 0.057 0.270
H -2.8313 -2.4585 -0.5894 0.011 -0.299 -0.029
H -2.3883 -4.1849 -0.4187 -0.007 0.301 -0.303
C 0.3137 -3.3426 0.9370 0.087 0.780 0.757
C -0.8815 -3.2544 1.8948 -0.295 0.048 0.140
H -0.6856 -3.8973 2.7719 -0.157 0.207 -0.439
H -1.8208 -3.5752 1.4160 0.460 0.033 0.397
H -1.0322 -2.2355 2.2740 -0.065 -0.228 -0.115
C -1.8880 -0.0024 -0.0734 -8.056 -0.069 1.897
C -0.5195 4.5478 -1.9064 0.319 0.230 0.011
H -0.4198 5.3086 -1.1218 -0.061 -0.300 -0.287
H 0.4424 4.4558 -2.4217 -0.228 0.121 0.054
H -1.2420 4.9346 -2.6398 0.172 -0.210 0.196
C -0.5141 -4.3026 -2.4391 0.283 -0.223 -0.047
H -1.2448 -4.5866 -3.2097 0.184 0.117 0.220
H 0.4417 -4.1409 -2.9481 -0.227 -0.128 0.038
H -0.4025 -5.1543 -1.7556 -0.086 0.320 -0.290
C 0.6487 -4.8037 0.6318 -0.037 -0.248 -0.270
H 0.9566 -5.2891 1.5689 -0.010 0.252 -0.213
H -0.2288 -5.3589 0.2781 0.243 0.192 0.046
H 1.4700 -4.9190 -0.0848 -0.228 -0.128 0.157
C 0.6730 4.6524 1.1958 -0.001 0.445 -0.216
H -0.1769 5.2845 0.9106 0.207 -0.254 -0.026
H 0.9722 5.0091 2.1899 0.057 -0.202 -0.185
H 1.5086 4.8325 0.5120 -0.190 0.112 0.163
H 1.1080 2.6465 1.8095 0.153 0.092 -0.082
H 1.1818 -2.9029 1.4547 -0.054 -0.063 -0.082
H -1.1523 2.5168 -2.2161 -0.124 0.256 -0.069
H -1.1557 -2.2496 -2.4754 -0.107 -0.238 -0.141
O -3.0506 -0.0197 0.1843 5.412 0.107 -1.064
H 2.1425 0.1735 -2.4672 -1.767 -0.273 -0.630
H -1.4195 0.0071 -1.2773 0.051 0.006 -0.916
C 0.3167 -0.1038 4.3388 -0.302 -0.356 0.804
C 0.3068 -0.1364 2.9002 0.488 0.701 -2.324
N 0.3746 -0.0679 1.7346 -0.333 -0.412 1.533
H 0.8252 -0.9971 4.7222 0.153 0.196 -0.102
H -0.7006 -0.1551 4.7543 0.069 0.088 -0.353
H 0.7874 0.8091 4.7341 0.028 -0.258 -0.347
```
Positions in Å, forces in eV/Å.

Values from the calculation:
highest occupied orbital energy (spin up / spin down) = -19.4 / -19.4 eV
E_tot = -2765.9097 a.u.
total charge = +3
2S+1 = 4
HOMO-LUMO gap (spin up / spin down) = 7.2722 / 6.5049 eV